No. 1
DFT (ωB97M-V/def2-TZVPD) results for one molecule with the formula C22H26N2O6S in a non-equilibrium geometry.

The geometry in XYZ format:
```
57
C22H26N2O6S | the Open Molecules 2025 dataset | ωB97M-V/def2-TZVPD
C -0.458 -0.167 4.444
H 0.344 -0.767 4.012
H -0.083 0.464 5.246
H -1.251 -0.825 4.806
O -0.962 0.714 3.449
C -1.577 0.141 2.422
O -1.800 -1.056 2.371
C -1.995 1.108 1.385
C -2.077 2.462 1.708
C -2.494 3.391 0.778
C -2.847 2.971 -0.495
C -2.766 1.637 -0.842
C -2.331 0.688 0.082
N -2.207 -0.657 -0.250
C -1.948 -1.171 -1.480
O -1.984 -0.522 -2.508
C -1.609 -2.663 -1.536
C -1.415 -3.379 -0.200
C -0.133 -2.886 0.498
N 0.484 -1.832 -0.293
S 1.733 -1.084 0.561
O 2.913 -1.904 0.452
O 1.236 -0.829 1.887
C 1.987 0.483 -0.283
C 0.978 0.851 -1.164
C 1.061 1.971 -1.970
C 2.212 2.751 -1.870
C 3.198 2.429 -0.969
C 3.108 1.300 -0.137
O 4.153 1.179 0.706
C 4.125 0.339 1.844
H 4.338 -0.698 1.580
H 3.160 0.383 2.352
H 4.908 0.723 2.497
H 4.080 3.041 -0.865
H 2.325 3.624 -2.495
C -0.041 2.323 -2.918
H -0.613 3.165 -2.529
H 0.366 2.612 -3.885
H -0.715 1.482 -3.050
H 0.108 0.223 -1.223
C 0.902 -2.346 -1.583
C -0.332 -2.819 -2.378
H -0.443 -2.231 -3.289
H -0.214 -3.866 -2.659
H 1.616 -3.169 -1.439
H 1.425 -1.544 -2.106
H 0.580 -3.712 0.631
H -0.347 -2.467 1.481
H -2.283 -3.249 0.447
H -1.327 -4.447 -0.407
H -2.436 -3.131 -2.083
H -2.046 -1.242 0.567
H -3.039 1.316 -1.833
H -3.195 3.688 -1.224
H -2.555 4.435 1.045
H -1.816 2.769 2.709
```

Computed properties:
Energy above the lowest of the compared OMol25 structures with the same formula, charge and spin = 25.0 kcal per mole
Multiplicity = 1
LUMO = 0.5 eV

These are the Mulliken partial charges, in e, on atoms 1 to 4:
1. C -0.64
2. H 0.23
3. H 0.27
4. H 0.30

=====

No. 2
DFT (ωB97M-V/def2-TZVPD) results for one molecule with the formula C22H26N2O6S in a non-equilibrium geometry.

The geometry in XYZ format:
```
57
C22H26N2O6S | the Open Molecules 2025 dataset | ωB97M-V/def2-TZVPD
C -0.304 -1.177 0.867
H -0.357 -0.561 1.772
O -1.409 -0.957 0.025
C -2.655 -1.319 0.478
C -2.918 -1.748 1.771
C -4.210 -2.085 2.142
C -5.246 -1.996 1.233
C -4.984 -1.567 -0.058
C -3.701 -1.235 -0.453
C -3.418 -0.754 -1.855
N -2.874 0.586 -1.839
C -3.636 1.678 -2.009
O -4.770 1.673 -2.431
C -2.920 2.997 -1.673
H -3.612 3.611 -1.088
H -2.662 3.516 -2.598
O -1.705 2.805 -0.964
C -1.792 2.666 0.368
O -2.819 2.757 0.990
C -0.468 2.379 0.981
C 0.645 2.060 0.209
C 1.841 1.780 0.837
C 1.961 1.822 2.213
C 0.851 2.139 2.984
C -0.359 2.407 2.371
H -1.239 2.648 2.949
H 0.933 2.177 4.060
H 2.923 1.625 2.659
S 3.235 1.287 -0.180
O 3.130 1.946 -1.447
O 4.435 1.449 0.590
N 2.841 -0.336 -0.385
C 3.455 -1.231 0.577
C 4.897 -1.579 0.208
C 4.949 -2.143 -1.210
C 4.321 -1.147 -2.183
C 2.891 -0.831 -1.749
H 2.461 -0.056 -2.382
H 2.266 -1.729 -1.800
H 4.893 -0.217 -2.180
H 4.315 -1.550 -3.197
H 5.983 -2.344 -1.494
H 4.398 -3.087 -1.250
H 5.495 -0.669 0.266
H 5.290 -2.302 0.924
H 3.416 -0.735 1.548
H 2.844 -2.140 0.621
H 0.598 2.039 -0.868
H -1.961 0.676 -1.416
H -2.691 -1.413 -2.340
H -4.340 -0.725 -2.438
H -5.788 -1.486 -0.774
H -6.252 -2.254 1.525
H -4.399 -2.414 3.152
H -2.128 -1.818 2.501
H 0.575 -0.884 0.293
H -0.226 -2.232 1.149
```

Computed properties:
Energy above the lowest of the compared OMol25 structures with the same formula, charge and spin = 18.2 kcal per mole
Multiplicity = 1
LUMO = -0.1 eV

These are the Mulliken partial charges, in e, on atoms 1 to 4:
1. C -0.58
2. H 0.37
3. O -0.29
4. C 1.03

=====

No. 3
DFT (ωB97M-V/def2-TZVPD) results for a 2-piece molecular cluster, C22H26N4O2 overall in a non-equilibrium geometry.

The geometry in XYZ format:
```
54
C22H26N4O2 | the Open Molecules 2025 dataset | ωB97M-V/def2-TZVPD
O 0.450 -2.652 3.381
O 3.358 -1.741 2.970
N -0.273 2.929 -4.453
C 0.939 -3.593 2.770
C 3.151 -1.495 1.787
C -1.386 2.768 -3.792
C -3.858 3.001 -2.007
C -2.775 2.178 -1.793
C 2.129 2.464 -1.028
C -3.268 -0.900 0.433
C -4.631 -0.692 0.692
C 2.125 1.331 -1.860
C 1.686 2.361 0.302
C -2.562 -0.004 -0.381
C -5.291 0.416 0.143
C 1.689 0.091 -1.362
C 1.242 1.124 0.799
C -3.226 1.096 -0.928
C -4.575 1.304 -0.663
C 1.251 -0.015 -0.028
N -4.945 2.466 -1.321
N 3.910 -0.611 1.123
N 1.587 -3.489 1.604
C 0.785 -4.993 3.316
C -1.381 2.330 -2.355
C 4.986 0.168 1.732
C 0.864 -1.362 0.548
C 2.059 -2.240 0.977
H -0.334 3.221 -5.427
H -2.322 2.951 -4.310
H -3.861 3.907 -2.606
H 2.458 3.418 -1.416
H -2.755 -1.751 0.871
H -5.172 -1.387 1.328
H 2.444 1.421 -2.890
H 1.685 3.232 0.942
H -1.508 -0.155 -0.582
H -6.343 0.584 0.346
H 1.687 -0.777 -2.006
H 0.912 1.045 1.827
H -5.882 2.864 -1.301
H 3.655 -0.396 0.170
H 1.916 -4.350 1.203
H 0.189 -5.589 2.629
H 0.284 -4.938 4.282
H 1.770 -5.436 3.447
H -0.855 1.374 -2.298
H -0.817 3.050 -1.756
H 5.787 -0.500 2.053
H 4.603 0.697 2.607
H 5.378 0.893 1.017
H 0.213 -1.180 1.401
H 0.277 -1.908 -0.192
H 2.555 -2.531 0.053
```

Computed properties:
Energy above the lowest of the compared OMol25 structures with the same formula, charge and spin = 27.1 kcal per mole
Multiplicity = 1
LUMO = 0.6 eV

These are the Mulliken partial charges, in e, on atoms 1 to 4:
1. O -0.61
2. O -0.67
3. N -0.54
4. C 0.77

=====

No. 4
DFT (ωB97M-V/def2-TZVPD) results for C22H26N4O2S as an isolated structure in a non-equilibrium geometry.

The geometry in XYZ format:
```
55
C22H26N4O2S | the Open Molecules 2025 dataset | ωB97M-V/def2-TZVPD
C 1.101 4.564 -1.068
H 2.177 4.441 -1.627
H 0.965 5.712 -1.119
H 0.360 4.037 -1.799
C 1.109 3.770 0.094
C 1.397 2.408 0.196
N 2.544 2.066 -0.197
C 2.937 0.935 -0.447
C 2.076 -0.095 0.063
C 0.857 0.264 0.448
N 0.481 1.807 0.540
N -0.312 -0.484 0.612
C -1.378 -0.221 1.227
H -1.073 0.800 2.104
C -2.364 0.572 0.186
N -2.736 -0.425 -0.572
C -3.837 -1.097 -0.932
O -4.061 -1.794 -1.805
C -4.917 -0.411 -0.200
C -5.245 -0.483 1.340
C -6.618 -0.196 1.339
C -7.218 0.091 0.344
O -6.182 -0.095 -0.700
H -8.146 0.322 0.037
H -7.078 0.068 2.127
H -4.411 -0.748 1.967
C -1.474 -1.071 -1.370
C -0.500 -1.362 -0.373
H 0.292 -1.876 -0.741
H -0.992 -2.432 0.183
H -1.787 -1.510 -2.162
H -1.008 -0.078 -1.993
H -3.232 0.986 0.814
H -1.861 1.304 -0.180
H -1.932 -0.934 1.856
C 2.869 -1.166 0.277
C 4.115 -1.272 -0.426
S 4.507 0.340 -0.564
C 5.059 -2.347 -0.311
C 4.580 -3.368 0.753
C 3.289 -3.890 0.701
C 2.234 -2.532 1.199
H 1.218 -2.844 0.828
H 2.454 -2.569 2.060
H 2.850 -4.605 1.101
H 3.132 -4.142 -0.505
H 5.374 -4.497 0.500
H 5.046 -3.313 1.714
H 6.107 -1.922 -0.221
H 4.958 -2.726 -1.297
C 2.125 4.721 1.081
H 3.118 4.611 0.652
H 2.039 5.791 1.098
H 2.171 4.167 2.231
H 0.207 3.938 0.816
```

Computed properties:
Energy above the lowest of the compared OMol25 structures with the same formula, charge and spin = 549.5 kcal per mole
Multiplicity = 1
LUMO = -0.3 eV

These are the Mulliken partial charges, in e, on atoms 1 to 4:
1. C -1.22
2. H 0.24
3. H 0.34
4. H 0.26

=====

No. 5
DFT (ωB97M-V/def2-TZVPD) results for one molecule with the formula C22H26N4O5.

The geometry in XYZ format:
```
57
C22H26N4O5 | the Open Molecules 2025 dataset | ωB97M-V/def2-TZVPD
C -5.653 -0.502 -0.705
C -4.680 -0.102 0.393
H -5.000 0.835 0.858
H -4.591 -0.879 1.155
O -3.353 0.075 -0.118
C -3.057 1.269 -0.640
O -3.841 2.173 -0.745
C -1.591 1.351 -1.014
C -1.370 2.323 -2.173
C 0.120 2.575 -2.381
C 0.757 3.025 -1.069
N 0.561 2.029 -0.028
C 1.516 1.056 0.083
N 2.452 1.062 -0.851
C 3.494 0.218 -0.773
C 4.486 0.215 -1.773
C 5.534 -0.659 -1.679
C 5.642 -1.550 -0.599
C 4.695 -1.567 0.390
C 3.605 -0.684 0.315
N 2.664 -0.665 1.283
C 1.652 0.148 1.192
C 0.714 0.036 2.379
C 0.376 1.315 2.952
N 0.145 2.340 3.401
C -0.520 -0.815 2.045
O -1.519 -0.869 2.707
O -0.297 -1.516 0.937
C -1.321 -2.424 0.534
C -0.964 -2.926 -0.870
O -1.755 -4.002 -1.290
C -3.094 -3.670 -1.577
H -3.661 -3.441 -0.669
H -3.527 -4.546 -2.057
H -3.150 -2.815 -2.261
H 0.064 -3.296 -0.860
H -1.032 -2.090 -1.582
H -1.362 -3.263 1.236
H -2.280 -1.898 0.545
H 1.261 -0.536 3.144
H 4.755 -2.243 1.228
H 6.483 -2.225 -0.554
H 6.297 -0.669 -2.444
H 4.389 0.904 -2.597
C -0.841 1.850 0.245
H -1.016 1.152 1.057
H -1.252 2.820 0.543
H 1.827 3.181 -1.197
H 0.290 3.952 -0.722
H 0.267 3.339 -3.145
H 0.615 1.660 -2.711
H -1.820 1.922 -3.083
H -1.879 3.260 -1.935
H -1.222 0.352 -1.263
H -5.729 0.295 -1.440
H -6.634 -0.674 -0.273
H -5.320 -1.411 -1.201
```

Computed properties:
Energy above the lowest of the compared OMol25 structures with the same formula, charge and spin = 72.2 kcal per mole
Multiplicity = 1
LUMO = -0.2 eV

These are the Mulliken partial charges, in e, on atoms 1 to 4:
1. C -1.13
2. C -0.39
3. H 0.38
4. H 0.38

=====

No. 6
DFT (ωB97M-V/def2-TZVPD) results for one molecule with the formula C22H26N6S in a non-equilibrium geometry.

The geometry in XYZ format:
```
55
C22H26N6S | the Open Molecules 2025 dataset | ωB97M-V/def2-TZVPD
C 8.574 0.792 2.292
C 7.062 0.979 2.240
C 6.403 0.272 1.054
C 6.740 0.920 -0.287
C 6.154 0.178 -1.489
C 4.633 0.191 -1.545
H 4.271 0.075 -2.566
H 4.211 1.104 -1.127
S 3.908 -1.203 -0.609
C 2.248 -0.716 -0.709
N 1.797 0.364 -1.289
N 0.468 0.375 -1.136
C 0.112 -0.695 -0.470
N 1.227 -1.440 -0.162
C 1.344 -2.659 0.584
H 1.169 -3.525 -0.058
H 0.622 -2.661 1.401
H 2.355 -2.723 0.990
C -1.244 -1.036 -0.138
C -2.322 -0.156 -0.069
N -3.423 -0.907 0.202
N -3.118 -2.207 0.280
C -1.823 -2.302 0.092
H -1.357 -3.266 0.099
C -4.749 -0.491 0.421
C -5.781 -1.297 -0.043
C -7.094 -0.919 0.171
C -7.378 0.258 0.844
C -6.346 1.048 1.322
C -5.029 0.677 1.122
H -4.230 1.286 1.516
H -6.564 1.957 1.861
H -8.403 0.555 1.004
H -7.896 -1.543 -0.193
H -5.537 -2.211 -0.560
N -2.369 1.210 -0.263
C -3.272 1.871 -1.052
C -3.001 3.205 -0.989
C -1.893 3.367 -0.127
C -1.523 2.126 0.296
H -0.734 1.819 0.952
H -1.428 4.294 0.143
H -3.527 3.984 -1.503
H -4.021 1.337 -1.605
H 6.523 0.656 -2.400
H 6.509 -0.855 -1.492
H 7.824 0.951 -0.411
H 6.375 1.950 -0.291
H 6.714 -0.775 1.038
H 5.322 0.293 1.201
H 6.829 2.045 2.199
H 6.630 0.582 3.162
H 8.826 -0.266 2.298
H 8.979 1.245 3.195
H 9.058 1.257 1.437
```

Computed properties:
Energy above the lowest of the compared OMol25 structures with the same formula, charge and spin = 4.6 kcal per mole
Multiplicity = 1
LUMO = 0.6 eV

These are the Mulliken partial charges, in e, on atoms 1 to 4:
1. C -1.18
2. C -0.58
3. C -0.33
4. C -0.37

=====

No. 7
DFT (ωB97M-V/def2-TZVPD) results for a 2-piece molecular cluster, C22H27 overall in a non-equilibrium geometry.

The geometry in XYZ format:
```
49
C22H27 | the Open Molecules 2025 dataset | ωB97M-V/def2-TZVPD
C -5.389 -2.875 -0.410
C -5.207 -1.627 0.061
C -6.245 -0.557 -0.166
C -3.955 -1.304 0.868
C -2.644 -1.527 0.091
C -1.375 -1.096 0.858
C -0.067 -1.272 0.112
C 0.617 -2.618 0.122
C 0.477 -0.242 -0.563
H -4.624 -3.640 -0.260
H -6.315 -3.153 -0.918
H -5.954 0.381 0.319
H -6.379 -0.366 -1.243
H -7.226 -0.866 0.225
H -4.017 -0.266 1.219
H -3.943 -1.965 1.750
H -2.565 -2.593 -0.174
H -2.692 -0.972 -0.860
H -1.466 -0.029 1.130
H -1.314 -1.690 1.782
H 0.082 -3.314 0.777
H 0.675 -3.058 -0.890
H 1.652 -2.513 0.491
H 1.392 -0.395 -1.140
H -0.046 0.711 -0.638
C 2.058 1.749 0.482
C 2.952 0.765 0.992
C 2.794 0.414 2.371
C 3.488 -0.647 2.927
C 4.372 -1.401 2.143
C 4.577 -1.051 0.804
C 3.900 0.022 0.235
C 2.111 2.555 -0.691
C 1.246 3.699 -0.718
C 1.085 4.456 -1.865
C 1.785 4.124 -3.035
C 2.683 3.051 -3.017
C 2.876 2.296 -1.863
H 1.270 2.043 1.187
H 2.093 0.996 2.973
H 3.347 -0.893 3.978
H 4.925 -2.232 2.580
H 5.281 -1.617 0.190
H 4.075 0.260 -0.809
H 0.695 3.949 0.193
H 0.411 5.313 -1.859
H 1.658 4.717 -3.940
H 3.249 2.798 -3.917
H 3.596 1.483 -1.882
```

Computed properties:
Total charge = +1
Energy above the lowest of the compared OMol25 structures with the same formula, charge and spin = 25.0 kcal per mole
Multiplicity = 1
LUMO = -5.8 eV

These are the Mulliken partial charges, in e, on atoms 1 to 4:
1. C -1.03
2. C 0.87
3. C -1.29
4. C -0.71

=====

No. 8
DFT (ωB97M-V/def2-TZVPD) results for C22H27BiFO6SSbSe4 as an isolated structure in a non-equilibrium geometry.

The geometry in XYZ format:
```
63
C22H27BiFO6SSbSe4 | the Open Molecules 2025 dataset | ωB97M-V/def2-TZVPD
Bi 0.288 -0.781 -0.473
C -1.646 -0.410 3.523
O -1.428 0.548 2.503
C -1.223 1.841 3.013
C -1.363 2.830 1.870
O -0.486 2.573 0.789
C 0.789 3.146 0.844
C 1.917 2.129 0.872
O 2.066 1.383 -0.353
C 3.366 0.800 -0.398
H -2.541 -0.146 4.100
H -0.789 -0.468 4.198
H -1.791 -1.373 3.041
H -0.232 1.905 3.492
H -1.987 2.070 3.767
H -1.221 3.853 2.242
H -2.371 2.747 1.453
H 0.861 3.782 1.736
H 0.916 3.761 -0.054
H 1.793 1.437 1.714
H 2.853 2.688 1.007
H 4.122 1.584 -0.263
H 3.472 0.340 -1.376
H 3.469 0.031 0.369
C 1.564 -1.108 1.297
C 1.356 -2.126 2.001
C 1.266 -3.230 2.822
C 1.675 -4.528 2.293
C 2.075 -5.582 3.137
C 2.464 -6.809 2.629
C 2.483 -7.032 1.258
C 2.103 -6.001 0.406
C 1.717 -4.772 0.907
C 0.668 -3.088 4.142
C 0.832 -1.912 4.896
C 0.247 -1.761 6.141
C -0.543 -2.768 6.683
C -0.750 -3.926 5.939
C -0.156 -4.086 4.701
H 2.086 -5.418 4.207
H 2.767 -7.597 3.310
H 2.787 -7.995 0.864
H 2.105 -6.166 -0.665
H 1.402 -3.990 0.229
H 1.448 -1.122 4.481
H 0.408 -0.846 6.701
H -0.999 -2.646 7.658
H -1.407 -4.699 6.323
H -0.349 -4.980 4.123
C -3.135 -3.753 -1.776
S -2.009 -2.442 -1.386
O -2.793 -1.283 -0.927
O -1.241 -2.140 -2.570
O -1.118 -2.898 -0.299
H -3.690 -3.456 -2.665
H -3.796 -3.893 -0.923
H -2.531 -4.638 -1.960
F 1.843 -1.488 -1.664
Se -4.602 1.434 -1.493
Sb -2.867 0.352 -2.804
Se -1.649 2.360 -4.027
Se -3.782 -0.984 -4.611
Se -0.475 0.799 -2.299
```

Computed properties:
Total charge = -2
Energy above the lowest of the compared OMol25 structures with the same formula, charge and spin = 62.1 kcal per mole
Multiplicity = 1
LUMO = 3.9 eV

These are the Mulliken partial charges, in e, on atoms 1 to 4:
1. Bi 2.42
2. C -0.87
3. O -0.04
4. C -0.39

=====

HOMO-LUMO gap (eV)
8.908; 8.697; 8.502; 7.205; 8.096; 8.457; 4.981; 5.142